(1)
Entry from the OMol25 dataset: C29H37BrN4O8PPtS2Te as an isolated structure (the ωB97M-V functional and the def2-TZVPD basis).

```
! wB97M-V def2-TZVPD RIJCOSX def2/J DEFGRID3
* xyz -1 1
Pt 0.094 0.122 -0.875
C 8.075 3.680 -0.551
C 6.717 3.346 -1.110
C 6.477 2.110 -1.702
C 5.233 1.799 -2.234
C 4.202 2.725 -2.182
C 4.431 3.966 -1.601
C 5.675 4.268 -1.068
S 2.563 2.332 -2.803
O 2.752 1.073 -3.514
O 2.207 3.490 -3.604
N 1.671 2.088 -1.567
C 1.153 3.220 -0.841
C -0.125 2.948 -0.044
O -0.584 3.855 0.642
O -0.702 1.784 -0.081
H 8.444 2.881 0.095
H 8.044 4.599 0.033
H 8.807 3.818 -1.350
H 7.277 1.377 -1.748
H 5.045 0.840 -2.697
H 3.637 4.702 -1.580
H 5.842 5.239 -0.615
H 0.920 4.072 -1.489
H 1.858 3.589 -0.081
C -2.465 0.718 4.102
C -1.718 1.251 2.885
C -0.208 1.152 3.023
N 0.237 -0.241 2.922
C 0.985 -0.742 1.960
S 1.844 0.207 0.820
N 1.181 -2.105 1.912
C 0.593 -3.163 2.618
O 1.240 -4.165 2.817
C -0.833 -3.032 3.028
C -1.758 -2.434 2.178
C -3.100 -2.419 2.526
C -3.505 -2.969 3.733
C -2.579 -3.557 4.588
C -1.242 -3.606 4.230
H -3.544 0.770 3.953
H -2.221 1.299 4.996
H -2.230 -0.330 4.308
H -1.954 2.302 2.710
H -2.018 0.727 1.975
H 0.118 1.531 3.996
H 0.294 1.716 2.245
H -0.215 -0.891 3.549
H 2.001 -2.369 1.384
H -1.456 -1.996 1.234
H -3.808 -1.976 1.838
H -4.552 -2.945 4.011
H -2.902 -3.989 5.527
H -0.509 -4.091 4.861
Br -0.183 -5.580 -1.369
C 0.753 -3.981 -1.730
C 1.984 -4.006 -2.361
C 2.609 -2.796 -2.610
C 2.009 -1.617 -2.203
N 0.828 -1.624 -1.572
C 0.185 -2.778 -1.355
H 2.429 -4.945 -2.659
H 3.560 -2.754 -3.122
H 2.442 -0.642 -2.401
H -0.802 -2.719 -0.909
C -5.064 -1.535 -4.487
C -4.598 -2.230 -3.229
O -4.671 -1.312 -2.127
P -3.350 -1.098 -1.225
O -2.874 -2.348 -0.590
Te -1.787 0.058 -2.653
O -3.927 -0.110 -0.114
C -4.543 1.138 -0.497
C -4.123 2.218 0.470
H -5.064 -2.234 -5.326
H -4.400 -0.705 -4.728
H -6.075 -1.146 -4.358
H -3.574 -2.594 -3.343
H -5.232 -3.084 -2.981
H -5.622 0.975 -0.497
H -4.232 1.398 -1.511
H -4.397 1.949 1.492
H -4.626 3.152 0.213
H -3.045 2.379 0.421
*
```

Its HOMO energy is -4.922 eV. For the frontier orbital gap, the calculation gives 0.2511 Ha. Its strongest force on any atom is 0.2 eV Å⁻¹. The calculation puts the relative energy (zero: lowest compared OMol25 entry of this formula, charge and spin) at 21.4 kcal/mol. As for the LUMO energy: 1.91 eV.

(2)
Entry from the OMol25 dataset: a 2-piece molecular cluster, C4H9NO2 overall (the ωB97M-V functional and the def2-TZVPD basis).

```
! wB97M-V def2-TZVPD RIJCOSX def2/J DEFGRID3
* xyz 0 1
C 0.246 1.987 0.471
C -1.803 -0.906 -0.460
C 1.848 1.078 1.976
C 0.330 -0.926 -1.397
N 1.022 1.122 0.947
O 0.716 -0.703 -0.118
O -1.013 -0.871 -1.629
H -0.716 1.833 0.130
H 0.553 3.082 0.489
H -1.358 -0.159 0.109
H -1.820 -1.833 0.140
H -2.884 -0.601 -0.659
H 1.720 1.803 2.752
H 2.734 0.564 1.885
H 0.730 -1.923 -1.755
H 0.756 -0.134 -2.071
*
```

Its HOMO energy (spin up / spin down) is -7.419 / -8.857 eV. For the frontier orbital gap (spin up / spin down), the calculation gives 0.2464 / 0.3098 Ha. Its strongest force on any atom is 3.9 eV Å⁻¹. The calculation puts the relative energy (zero: lowest compared OMol25 entry of this formula, charge and spin) at 167.3 kcal/mol. As for the LUMO energy (spin up / spin down): -0.71 / -0.43 eV.